60
Properties=species:S:1:pos:R:3:forces:R:3 method="wB97M-V/def2-TZVPD" e_homo_ha=-0.335 e_lumo_ev=0.97 e_tot_ha=-935.3542 relative_energy_kcal_mol=0.0 total_charge=0
C 0.71782 -0.68684 -3.21911 0.05 0.25 0.04
H 1.42924 -1.17805 -3.87977 0.07 -0.09 -0.07
C 1.42960 0.27399 -2.27287 0.05 -0.41 -0.01
C 2.33469 -0.44432 -1.27286 -0.06 0.52 -0.01
C 2.97943 0.53428 -0.29225 0.06 -0.53 -0.01
C 3.84050 -0.16126 0.75911 -0.09 0.45 0.03
C 4.39666 0.83251 1.77726 0.18 -0.29 0.01
C 5.07195 0.16307 2.97467 -0.16 0.11 -0.07
H 5.58182 0.93272 3.56061 0.09 -0.05 0.02
H 5.82778 -0.54219 2.62156 0.08 0.01 0.04
C 4.08221 -0.56728 3.89182 0.09 0.07 -0.01
C 3.03104 0.36273 4.40945 0.12 -0.05 0.05
C 1.72055 0.22554 4.27761 -0.04 0.02 -0.01
C 1.00592 -0.90714 3.59698 -0.13 -0.15 0.10
H 1.33812 -1.85832 4.02234 0.05 -0.01 -0.09
C -0.51192 -0.79597 3.75053 0.06 0.12 -0.09
C -1.13218 0.26561 2.83987 0.00 -0.36 0.00
C -1.30243 -0.22232 1.40309 -0.13 0.43 0.17
C -2.00760 0.81669 0.53460 0.11 -0.43 -0.17
C -2.34223 0.26480 -0.84786 -0.06 0.35 0.13
H -3.02204 -0.58400 -0.74510 0.04 -0.07 -0.01
H -1.43105 -0.08994 -1.33274 0.03 -0.08 -0.03
C -3.00310 1.32412 -1.73907 0.06 -0.28 -0.12
C -3.28074 0.71574 -3.09136 0.12 0.42 0.19
O -2.54104 0.77131 -4.03890 0.09 -0.06 -0.15
O -4.45296 0.07193 -3.09459 -0.25 -0.05 0.28
C -4.80634 -0.63048 -4.28688 0.11 -0.26 -0.49
C -4.12176 -1.98909 -4.34982 -0.10 0.37 0.15
H -4.46332 -2.52785 -5.22894 -0.02 -0.10 -0.10
H -3.04367 -1.85941 -4.41125 0.05 -0.03 -0.03
H -4.36068 -2.57014 -3.46130 -0.02 -0.08 0.03
H -5.89218 -0.73634 -4.24304 0.13 0.06 -0.02
H -4.52199 -0.02369 -5.15394 -0.14 -0.08 0.16
H -3.94055 1.65213 -1.28974 0.02 0.06 0.01
H -2.33335 2.17461 -1.86886 -0.05 -0.02 -0.04
H -2.93108 1.13392 1.02556 -0.02 0.08 0.04
H -1.36527 1.69484 0.43610 -0.02 0.12 0.00
H -1.88649 -1.14631 1.40715 0.01 -0.08 -0.02
H -0.32581 -0.44820 0.97013 0.05 -0.12 -0.09
H -0.51202 1.16468 2.84698 -0.02 0.13 0.03
H -2.11498 0.54089 3.23079 0.00 0.08 -0.01
H -0.97566 -1.76005 3.52811 -0.04 -0.02 0.06
H -0.73948 -0.55674 4.79191 0.00 -0.09 0.05
H 1.26275 -0.92212 2.53494 0.04 -0.11 -0.07
H 1.07465 0.97941 4.70709 -0.03 0.21 0.10
H 3.41830 1.23151 4.92799 -0.04 0.15 0.11
H 3.62655 -1.40560 3.36705 0.00 -0.09 0.02
H 4.63934 -0.97131 4.74378 -0.03 -0.09 -0.05
H 5.12123 1.48252 1.28037 -0.04 0.08 -0.02
H 3.58323 1.46312 2.14271 -0.01 0.09 -0.04
H 3.23059 -0.90580 1.27290 -0.03 -0.12 0.00
H 4.66491 -0.69133 0.27508 0.01 -0.09 0.00
H 2.18949 1.09386 0.21612 -0.03 0.11 0.02
H 3.58685 1.25360 -0.84626 0.00 0.11 0.00
H 1.74624 -1.17827 -0.71487 -0.02 -0.09 0.02
H 3.11275 -0.99257 -1.80952 0.02 -0.09 -0.02
H 2.02743 0.97820 -2.85541 -0.02 0.12 0.02
H 0.68406 0.85543 -1.72458 0.01 0.11 0.04
H -0.00893 -0.15259 -3.82775 -0.09 -0.05 -0.09
H 0.19485 -1.46084 -2.65901 -0.09 -0.09 0.04